This record from the Open Molecules 2025 dataset describes a 2-piece molecular cluster, C2H9N2O overall in a non-equilibrium geometry. The level of theory is wB97M-V/def2-TZVPD.

## Properties
- energy above the lowest of the compared OMol25 structures with the same formula, charge and spin (kJ/mol) = 148.4
- E_tot (eV) = -7240.8184
- LUMO energy (hartree) = -0.118
- total charge = +1

Bonds (Å) are listed after each position.
Cartesian coordinates (Å):
1 O -1.95381 -1.59997 1.85637  H6 0.972, H11 0.981
2 N -0.89071 0.12578 0.14135  C4 1.482, H8 1.040, H10 1.041, H14 1.073
3 N 2.27081 1.03881 -1.53598  C5 1.360, H9 1.017, H12 0.999
4 C 0.25485 0.04637 -0.79552  N2 1.482, C5 1.359, H13 1.092
5 C 1.27251 0.92896 -0.61921  N3 1.360, C4 1.359, H7 1.093
6 H -2.89000 -1.75258 2.06823  O1 0.972
7 H 1.35881 1.64776 0.19997  C5 1.093
8 H -1.81169 0.16259 -0.33942  N2 1.040
9 H 3.11124 1.55161 -1.28170  N3 1.017
10 H -0.91537 -0.69096 0.78579  N2 1.041
11 H -1.51481 -2.10731 2.57204  O1 0.981
12 H 2.29964 0.46841 -2.35556  N3 0.999
13 H 0.23703 -0.78586 -1.50221  C4 1.092
14 H -0.82848 0.96639 0.80584  N2 1.073

These are the Mulliken partial charges, in e, on atoms 1 to 6: -0.653, -0.336, -0.388, -0.340, -0.035, 0.309